The following is a DFT calculation (ωB97M-V/def2-TZVPD) of C16H28FeN8 as an isolated structure.

Output
* ⟨S²⟩: 0.782
* maximum force: 0.38 eV Å⁻¹
* HOMO (spin up / spin down): -19.46 / -19.46 eV
* frontier orbital gap (spin up / spin down): 0.3108 / 0.2987 Eh

Structure (ORCA input):
```
! wB97M-V def2-TZVPD RIJCOSX def2/J DEFGRID3
* xyz 3 2
Fe 0.52 0.69 -0.20
C 1.69 3.26 0.04
C 0.21 3.50 0.21
N -0.52 2.41 -0.51
C -0.67 2.67 -1.98
C 0.33 1.85 -2.74
C 0.62 1.98 -4.08
C 1.51 1.08 -4.66
C 2.07 0.05 -3.91
C 1.74 -0.03 -2.57
C 2.21 -1.12 -1.64
N 1.93 -0.76 -0.21
C 3.13 -0.21 0.51
C 3.25 1.26 0.19
N 1.91 1.86 0.49
N 0.90 0.87 -2.02
H 2.00 3.33 -1.01
H 2.30 3.96 0.62
H -0.06 3.44 1.26
H -0.09 4.48 -0.16
H -1.46 2.38 -0.11
H -1.67 2.39 -2.28
H -0.55 3.73 -2.19
H 0.16 2.76 -4.67
H 1.76 1.17 -5.71
H 2.75 -0.66 -4.35
H 1.66 -2.04 -1.87
H 3.27 -1.33 -1.78
H 1.64 -1.61 0.27
H 2.95 -0.35 1.58
H 4.03 -0.76 0.25
H 4.03 1.75 0.77
H 3.45 1.43 -0.87
H 1.80 1.85 1.51
C -2.87 -4.10 1.93
C -3.23 -3.04 2.96
C -2.14 -2.87 4.02
C -3.61 -1.70 2.32
N -2.49 -1.14 1.52
C -2.09 -1.45 0.27
N -1.00 -0.75 0.01
N -0.78 -0.03 1.12
N -1.65 -0.24 2.03
H -2.79 -5.07 2.41
H -1.90 -3.90 1.47
H -3.63 -4.19 1.15
H -4.16 -3.35 3.46
H -1.19 -2.58 3.57
H -1.97 -3.82 4.53
H -2.41 -2.13 4.77
H -3.83 -0.94 3.06
H -4.45 -1.80 1.63
H -2.60 -2.14 -0.38
*
```

The following is a DFT calculation (ωB97M-V/def2-TZVPD) of C30H25N2O5P2S3V as an isolated structure in a non-equilibrium geometry.

Output
* ⟨S²⟩: 0.790
* maximum force: 4.66 eV Å⁻¹
* HOMO (spin up / spin down): -4.48 / -4.06 eV
* frontier orbital gap (spin up / spin down): 0.2596 / 0.2417 Eh
* energy relative to the best compared isomer or geometry (same formula, charge and spin): 2.528 eV

Structure (ORCA input):
```
! wB97M-V def2-TZVPD RIJCOSX def2/J DEFGRID3
* xyz -1 2
V -0.73 -0.09 -0.05
N 1.35 1.75 1.77
P 2.30 0.34 1.38
C 3.29 0.24 2.92
C 2.76 0.54 4.17
C 3.51 0.33 5.32
C 4.78 -0.21 5.23
C 5.30 -0.55 3.99
C 4.55 -0.34 2.85
C 3.63 1.15 0.39
C 3.93 0.69 -0.88
C 4.82 1.38 -1.69
C 5.44 2.52 -1.21
C 5.19 2.96 0.08
C 4.29 2.28 0.87
P -0.06 1.94 0.83
C -1.24 2.47 2.17
C -1.08 2.11 3.50
C -1.99 2.50 4.47
C -3.08 3.28 4.12
C -3.26 3.64 2.79
C -2.35 3.23 1.84
C 0.00 3.63 0.11
C -0.65 3.85 -1.10
C -0.73 5.13 -1.63
C -0.16 6.19 -0.95
C 0.50 5.97 0.25
C 0.57 4.70 0.78
H 1.93 2.59 1.67
H 1.76 0.94 4.24
H 3.09 0.58 6.29
H 5.37 -0.36 6.13
H 6.28 -0.99 3.92
H 4.96 -0.62 1.89
H 3.41 -0.17 -1.27
H 5.01 1.05 -2.69
H 6.12 3.08 -1.85
H 5.70 3.84 0.46
H 4.09 2.63 1.88
H -0.22 1.51 3.78
H -1.84 2.22 5.50
H -3.79 3.60 4.87
H -4.11 4.25 2.51
H -2.50 3.52 0.80
H -1.05 3.00 -1.64
H -1.24 5.29 -2.57
H -0.23 7.19 -1.35
H 0.94 6.81 0.78
H 1.06 4.54 1.73
O -2.44 0.49 0.01
N -2.99 0.45 -1.18
C -3.69 1.50 -1.62
C -4.31 1.49 -2.85
C -4.18 0.36 -3.66
C -3.46 -0.71 -3.20
C -2.83 -0.68 -1.94
S -1.91 -1.93 -1.32
H -3.70 2.36 -0.96
H -4.86 2.36 -3.17
H -4.64 0.34 -4.63
H -3.31 -1.61 -3.79
O -0.53 0.78 -2.09
S 0.86 0.55 -1.70
O 1.71 0.23 -2.81
O 0.83 -0.56 -0.67
O 1.35 1.74 -0.95
S -0.77 -1.26 3.09
C -0.75 -0.75 1.61
*
```

The following is a DFT calculation (ωB97M-V/def2-TZVPD) of a 7-piece molecular cluster, C21H40Cl6O12 overall in a non-equilibrium geometry.

Output
* maximum force: 1.33 eV Å⁻¹
* HOMO: -10.49 eV
* frontier orbital gap: 0.3955 Eh
* energy relative to the best compared isomer or geometry (same formula, charge and spin): 0.000 eV

Structure (ORCA input):
```
! wB97M-V def2-TZVPD RIJCOSX def2/J DEFGRID3
* xyz 0 1
C -3.16 1.82 2.30
C -2.87 1.01 3.56
O -1.74 0.20 3.26
C -0.95 -0.28 4.23
O -1.07 -0.09 5.40
O 0.00 -1.01 3.65
C 0.62 -1.95 4.52
H -3.61 1.16 1.56
H -2.27 2.31 1.93
H -3.95 2.56 2.47
H -3.69 0.35 3.84
H -2.72 1.67 4.42
H 1.28 -1.45 5.23
H 1.22 -2.62 3.91
H -0.11 -2.51 5.09
C -1.42 0.78 -0.78
C -0.20 0.32 -0.02
O -0.14 -1.10 0.19
C 0.41 -1.80 -0.79
O 0.81 -1.37 -1.84
O 0.54 -3.06 -0.38
C 1.21 -3.91 -1.31
H -2.32 0.64 -0.17
H -1.62 0.23 -1.70
H -1.32 1.85 -0.94
H -0.29 0.78 0.96
H 0.70 0.69 -0.50
H 0.73 -3.87 -2.29
H 1.17 -4.94 -0.96
H 2.26 -3.64 -1.43
C -1.09 5.82 0.87
C -1.77 5.97 -0.46
O -2.35 4.73 -0.85
C -2.54 4.56 -2.16
O -2.29 5.34 -3.03
O -3.09 3.35 -2.33
C -3.29 2.96 -3.68
H -0.52 4.90 0.97
H -1.86 5.74 1.64
H -0.49 6.69 1.12
H -1.16 6.39 -1.27
H -2.58 6.72 -0.40
H -4.02 2.15 -3.67
H -2.36 2.59 -4.11
H -3.71 3.74 -4.31
O 3.63 -5.98 -0.92
C 3.43 -6.14 0.23
O 2.87 -7.25 0.76
C 2.66 -7.08 2.17
C 3.19 -5.67 2.46
O 3.74 -5.26 1.20
H 1.59 -7.17 2.33
H 3.18 -7.84 2.74
H 3.95 -5.62 3.22
H 2.33 -5.02 2.65
Cl 4.50 1.82 -2.01
C 3.25 0.57 -2.29
C 3.72 -0.56 -3.16
Cl 4.04 -0.03 -4.83
H 2.41 1.09 -2.76
H 2.90 0.19 -1.34
H 2.93 -1.30 -3.21
H 4.63 -1.01 -2.78
Cl -3.00 -4.72 -2.20
C -2.32 -3.52 -3.35
C -3.15 -2.27 -3.46
Cl -4.80 -2.58 -4.00
H -2.26 -4.03 -4.31
H -1.33 -3.29 -2.96
H -2.68 -1.59 -4.18
H -3.13 -1.70 -2.53
Cl 1.63 3.40 -0.50
C 2.52 4.35 0.70
C 2.54 3.69 2.05
Cl 0.92 3.26 2.67
H 2.08 5.34 0.73
H 3.55 4.45 0.34
H 3.00 4.32 2.80
H 3.09 2.75 2.01
*
```

The following is a DFT calculation (ωB97M-V/def2-TZVPD) of C54H41IrN4P2SbSe4 as an isolated structure.

Output
* ⟨S²⟩: 0.772
* maximum force: 0.69 eV Å⁻¹
* HOMO (spin up / spin down): -1.15 / -1.15 eV
* frontier orbital gap (spin up / spin down): 0.1725 / 0.1724 Eh
* energy relative to the best compared isomer or geometry (same formula, charge and spin): 0.000 eV

Structure (ORCA input):
```
! wB97M-V def2-TZVPD RIJCOSX def2/J DEFGRID3
* xyz -2 2
Ir 0.45 0.32 0.77
C 2.27 0.52 -4.03
C 1.87 0.98 -2.80
N 1.91 0.15 -1.70
C 1.97 -1.25 -1.84
C 2.41 -1.72 -3.10
C 2.67 -0.80 -4.17
C 2.52 -3.10 -3.34
C 2.11 -3.97 -2.36
C 1.61 -3.52 -1.15
C 1.52 -2.15 -0.81
N 0.96 -1.68 0.34
C 0.35 -2.51 1.28
C 0.75 -3.76 1.71
C -0.04 -4.53 2.58
C -1.24 -4.08 3.04
C -1.64 -2.76 2.74
C -2.79 -2.16 3.29
C -3.05 -0.84 3.04
C -2.14 -0.09 2.29
N -1.07 -0.63 1.74
C -0.81 -1.97 1.92
H 2.26 1.21 -4.87
H 1.50 1.97 -2.62
H 3.02 -1.18 -5.12
H 2.88 -3.44 -4.30
H 2.14 -5.04 -2.55
H 1.23 -4.25 -0.47
H 1.72 -4.14 1.43
H 0.34 -5.48 2.92
H -1.84 -4.66 3.73
H -3.41 -2.74 3.95
H -3.89 -0.34 3.50
H -2.26 0.97 2.16
C -1.98 3.60 -5.14
C -2.78 2.50 -4.83
C -2.59 1.82 -3.64
C -1.60 2.20 -2.74
C -0.81 3.30 -3.07
C -0.99 4.00 -4.25
P -1.23 1.32 -1.17
C -2.77 0.40 -0.85
C -2.70 -0.99 -0.89
C -3.80 -1.77 -0.55
C -4.99 -1.15 -0.17
C -5.07 0.23 -0.13
C -3.97 1.00 -0.47
C -1.19 2.63 0.08
C -1.84 3.85 0.08
C -1.69 4.70 1.17
C -0.89 4.28 2.24
C -0.24 3.05 2.22
C -0.34 2.19 1.12
H -2.13 4.13 -6.07
H -3.55 2.19 -5.52
H -3.23 0.97 -3.41
H -0.05 3.64 -2.37
H -0.37 4.85 -4.47
H -1.75 -1.47 -1.13
H -3.72 -2.85 -0.54
H -5.84 -1.75 0.13
H -5.99 0.71 0.19
H -4.02 2.08 -0.40
H -2.46 4.15 -0.77
H -2.19 5.66 1.19
H -0.79 4.92 3.10
H 0.36 2.75 3.07
N 2.10 0.78 -0.45
P 3.30 1.87 -0.42
C 2.80 3.52 -1.04
C 3.09 4.01 -2.31
C 2.55 5.21 -2.74
C 1.70 5.93 -1.91
C 1.38 5.44 -0.65
C 1.92 4.23 -0.22
C 4.72 1.32 -1.40
C 5.74 2.21 -1.76
C 6.88 1.74 -2.39
C 7.03 0.39 -2.66
C 6.04 -0.50 -2.27
C 4.90 -0.04 -1.63
C 3.98 2.08 1.22
C 4.07 3.30 1.89
C 4.64 3.34 3.15
C 5.13 2.19 3.74
C 5.09 0.98 3.05
C 4.52 0.93 1.80
H 3.70 3.43 -2.99
H 2.78 5.58 -3.73
H 1.27 6.87 -2.25
H 0.69 5.97 -0.01
H 1.63 3.84 0.74
H 5.66 3.26 -1.52
H 7.67 2.44 -2.66
H 7.92 0.02 -3.15
H 6.15 -1.56 -2.45
H 4.14 -0.75 -1.31
H 3.67 4.20 1.45
H 4.66 4.28 3.69
H 5.51 2.21 4.75
H 5.40 0.07 3.54
H 4.42 -0.03 1.30
Se 2.88 0.67 6.18
Sb 1.34 -0.96 5.19
Se 1.69 0.37 2.88
Se 2.31 -3.17 4.89
Se -0.93 -0.88 6.05
*
```

The following is a DFT calculation (ωB97M-V/def2-TZVPD) of one molecule with the formula C5H11N in a non-equilibrium geometry.

Output
* maximum force: 2.46 eV Å⁻¹
* HOMO: -7.49 eV
* frontier orbital gap: 0.3124 Eh
* energy relative to the best compared isomer or geometry (same formula, charge and spin): 1.136 eV

Structure (ORCA input):
```
! wB97M-V def2-TZVPD RIJCOSX def2/J DEFGRID3
* xyz 0 1
C -1.64 -0.55 -0.75
C -0.56 0.22 -0.05
C -1.04 0.81 1.25
C 0.75 0.09 -0.33
C 1.80 -0.03 0.72
N 1.16 0.02 -1.70
H -1.35 -1.20 -1.59
H -2.28 -1.15 -0.11
H -2.37 0.13 -1.23
H -0.29 1.39 1.78
H -1.90 1.44 0.99
H -1.40 0.05 1.95
H 1.71 0.69 1.53
H 2.81 0.15 0.32
H 1.87 -1.03 1.14
H 0.62 -0.71 -2.18
H 2.11 -0.32 -1.75
*
```

The following is a DFT calculation (ωB97M-V/def2-TZVPD) of C37H31Cl2IN3O4PSW as an isolated structure.

Output
* maximum force: 0.78 eV Å⁻¹
* HOMO (spin up / spin down): -13.30 / -13.29 eV
* frontier orbital gap (spin up / spin down): 0.2418 / 0.2368 Eh
* energy relative to the best compared isomer or geometry (same formula, charge and spin): 0.066 eV

Structure (ORCA input):
```
! wB97M-V def2-TZVPD RIJCOSX def2/J DEFGRID3
* xyz 2 1
W -0.99 0.65 1.01
I -2.73 -1.52 1.64
C -1.44 -3.14 1.35
C -1.45 -4.01 2.41
C -0.87 -5.28 2.29
C -0.37 -5.66 1.08
C -0.35 -4.77 -0.02
C 0.11 -5.26 -1.27
C 0.13 -4.46 -2.37
C -0.20 -3.11 -2.22
C -0.63 -2.56 -1.03
P -0.46 -0.73 -1.07
C -1.52 -0.20 -2.46
C -2.66 -0.95 -2.74
C -3.58 -0.50 -3.67
C -3.37 0.70 -4.34
C -2.23 1.44 -4.07
C -1.31 1.00 -3.14
C 1.27 -0.56 -1.61
C 2.29 -0.78 -0.68
C 3.62 -0.73 -1.06
C 3.96 -0.45 -2.38
C 2.96 -0.26 -3.32
C 1.62 -0.32 -2.94
C -0.81 -3.43 0.10
H -1.93 -3.74 3.34
H -0.87 -5.96 3.14
H 0.02 -6.66 0.94
H 0.43 -6.29 -1.33
H 0.45 -4.83 -3.33
H -0.05 -2.46 -3.08
H -2.84 -1.88 -2.22
H -4.46 -1.10 -3.88
H -4.09 1.04 -5.07
H -2.05 2.36 -4.61
H -0.41 1.58 -2.97
H 2.03 -1.02 0.35
H 4.39 -0.91 -0.33
H 5.00 -0.41 -2.67
H 3.21 -0.07 -4.35
H 0.86 -0.19 -3.70
Cl -1.31 3.21 1.19
C -2.80 3.75 0.44
C -3.11 5.09 0.43
C -4.29 5.45 -0.21
C -5.10 4.48 -0.80
C -4.74 3.14 -0.76
Cl -5.76 1.97 -1.50
C -3.56 2.74 -0.11
S -3.09 1.06 -0.01
H -2.47 5.83 0.88
H -4.59 6.49 -0.26
H -6.01 4.76 -1.31
N -1.04 1.11 3.27
C -0.43 0.01 4.05
C 0.12 -1.07 3.14
O 0.48 -2.14 3.49
O 0.20 -0.65 1.83
H -0.60 2.00 3.51
H -2.01 1.21 3.52
H -1.15 -0.43 4.74
H 0.41 0.38 4.64
O 2.83 0.00 4.13
C 3.84 -0.32 3.18
N 4.72 0.77 2.89
C 4.50 1.88 2.12
O 5.32 2.76 2.05
C 3.27 1.99 1.23
C 3.47 2.66 0.03
C 2.41 2.83 -0.83
C 1.18 2.31 -0.48
N 0.97 1.66 0.67
C 2.00 1.52 1.52
H 3.24 0.13 4.99
H 3.32 -0.66 2.29
H 4.45 -1.15 3.55
H 5.60 0.83 3.39
H 4.46 3.05 -0.19
H 2.52 3.35 -1.78
H 0.33 2.41 -1.14
H 1.78 1.04 2.46
*
```

The following is a DFT calculation (ωB97M-V/def2-TZVPD) of a 9-piece molecular cluster, C4H24N2O10 overall in a non-equilibrium geometry.

Output
* maximum force: 1.04 eV Å⁻¹
* HOMO: -10.34 eV
* frontier orbital gap: 0.3936 Eh
* energy relative to the best compared isomer or geometry (same formula, charge and spin): 0.000 eV

Structure (ORCA input):
```
! wB97M-V def2-TZVPD RIJCOSX def2/J DEFGRID3
* xyz 0 1
N 1.67 -1.25 -1.27
C 0.66 -0.33 -1.16
O 0.95 0.87 -0.95
N -0.63 -0.73 -1.33
C -1.14 -2.05 -0.90
C -2.12 -1.91 0.27
C -1.43 -1.76 1.60
O -1.56 -0.78 2.30
H 1.54 -2.07 -1.84
H 2.61 -0.87 -1.34
H -1.37 -0.01 -1.29
H -0.33 -2.74 -0.67
H -1.69 -2.48 -1.75
H -2.74 -2.82 0.37
H -2.80 -1.08 0.10
H -0.79 -2.58 1.93
O -2.23 1.71 1.42
H -2.71 2.13 2.13
H -1.89 0.86 1.76
O 2.64 0.96 1.32
H 1.88 1.03 0.68
H 3.40 1.07 0.74
O 2.06 -1.30 2.55
H 2.32 -0.47 2.10
H 1.78 -1.00 3.42
O -2.91 0.94 -1.12
H -2.81 1.28 -0.21
H -2.74 1.72 -1.70
O 2.70 -3.47 1.07
H 2.64 -2.96 1.90
H 2.72 -2.76 0.41
O -0.56 3.07 -0.25
H -1.13 2.74 0.48
H 0.03 2.31 -0.46
O -2.21 3.23 -2.37
H -1.50 3.19 -1.68
H -2.72 4.01 -2.12
O 3.65 1.12 -1.23
H 4.10 1.85 -1.67
H 2.69 1.34 -1.23
*
```

The following is a DFT calculation (ωB97M-V/def2-TZVPD) of a 2-piece molecular cluster, C4H4BrN overall in a non-equilibrium geometry.

Output
* maximum force: 4.19 eV Å⁻¹
* HOMO (spin up / spin down): -9.09 / -9.13 eV
* frontier orbital gap (spin up / spin down): 0.2926 / 0.2948 Eh
* energy relative to the best compared isomer or geometry (same formula, charge and spin): 3.773 eV

Structure (ORCA input):
```
! wB97M-V def2-TZVPD RIJCOSX def2/J DEFGRID3
* xyz 0 1
C 1.60 -0.91 0.98
C -1.64 0.44 -1.00
C -0.35 0.42 -0.87
C 0.56 -0.11 1.33
N 2.57 -1.35 0.58
Br 1.04 0.13 -2.05
H -2.13 0.62 -1.99
H -2.26 0.41 -0.02
H -0.37 -0.55 1.47
H 0.98 0.89 1.57
*
```

The following is a DFT calculation (ωB97M-V/def2-TZVPD) of one molecule with the formula C4H7NO.

Output
* maximum force: 0.54 eV Å⁻¹
* HOMO: -9.75 eV
* frontier orbital gap: 0.3965 Eh
* energy relative to the best compared isomer or geometry (same formula, charge and spin): 1.813 eV

Structure (ORCA input):
```
! wB97M-V def2-TZVPD RIJCOSX def2/J DEFGRID3
* xyz 0 1
C -0.91 -1.21 -1.47
C 0.14 -0.70 -0.51
O 1.10 -1.41 -0.29
N 0.08 0.64 -0.06
C -0.25 1.07 1.31
C 1.15 1.04 0.84
H -0.36 -1.32 -2.41
H -1.21 -2.22 -1.17
H -1.79 -0.59 -1.67
H -0.52 0.34 2.08
H -0.82 1.99 1.34
H 1.73 0.20 1.20
H 1.74 1.93 0.62
*
```